Record 1
C4H11N2O2 | wB97M-V/def2-TZVPD

Geometry (Å):
H 1.828 0.888 2.966
H 1.089 1.247 0.446
H -1.985 1.936 1.999
H -1.871 -2.040 -2.629
H -1.462 -2.235 -0.100
N -0.044 -0.593 0.657
H -0.171 -0.705 1.684
H -1.594 -0.449 -3.496
H 0.743 0.859 -2.169
N 0.278 0.268 -1.322
C -1.170 -1.283 -2.935
O -0.963 2.040 1.910
C 0.518 0.418 -0.026
H -0.781 2.905 1.897
C -0.799 -1.453 -0.282
C -0.610 -0.871 -1.578
H -0.394 -1.829 -3.602
H 2.697 -0.211 2.933
O 2.542 0.591 2.295

Results
LUMO in eV: -2.876
Electronic energy in Ha: -418.7323
Total charge: +1
Energy above the lowest of the compared OMol25 structures with the same formula, charge and spin in kcal/mol: 42.4
E_HOMO in eV: -13.6
Gap between HOMO and LUMO in eV: 10.72

Record 2
C4H11N2O3 | wB97M-V/def2-TZVPD

Geometry (Å):
H 1.678 1.214 -1.171
H -1.062 0.894 2.444
N -0.880 -0.901 -0.209
H 1.592 2.119 1.288
N -1.062 1.133 1.421
C 2.198 0.743 -0.300
C 1.284 1.091 0.865
O -0.032 -1.129 -2.217
H 1.415 0.477 1.770
O -1.804 -1.504 0.764
O -1.773 -2.408 -1.648
H -0.437 1.453 -0.385
H 3.272 1.229 -0.375
H 0.190 -0.164 -2.378
H 2.311 -0.352 -0.449
C -0.098 1.249 0.584
H -2.447 -2.573 -0.950
C -0.979 -1.445 -1.364
H -1.414 -2.151 1.413
H -1.953 1.025 0.895

Results
LUMO in eV: -3.883
Electronic energy in Ha: -493.8939
Total charge: +1
Energy above the lowest of the compared OMol25 structures with the same formula, charge and spin in kcal/mol: 85.5
E_HOMO in eV: -13.9
Gap between HOMO and LUMO in eV: 10.06

Record 3
C4H11N2OS | wB97M-V/def2-TZVPD

Geometry (Å):
H -2.686 -0.264 2.191
H 1.814 2.920 -1.778
C -0.317 -2.427 1.351
O -1.971 -2.417 3.090
C -1.467 -1.840 2.132
H -0.456 -2.248 0.286
H -0.272 -3.491 1.560
N -1.853 -0.606 1.741
C 0.155 1.565 -2.108
H 0.659 1.129 -2.977
H -1.578 -0.226 0.832
C 1.247 2.163 -1.221
S -0.816 0.283 -1.254
N 2.200 1.167 -0.721
H 1.642 0.362 -0.441
H -0.512 2.357 -2.463
H 0.619 -1.952 1.628
H 0.788 2.656 -0.366
H 2.803 0.869 -1.484

Results
LUMO in eV: 3.909
Electronic energy in Ha: -742.0225
Total charge: -1
Energy above the lowest of the compared OMol25 structures with the same formula, charge and spin in kcal/mol: 15.3
E_HOMO in eV: -3.2
Gap between HOMO and LUMO in eV: 7.09

Record 4
C4H11N2OS | wB97M-V/def2-TZVPD

Geometry (Å):
N 1.378 0.507 0.461
H -2.279 -1.852 -0.567
S -2.967 0.295 1.314
N -1.442 -1.417 -0.923
H 1.860 0.478 1.343
O 3.536 0.884 -0.447
C -1.351 0.609 0.475
H 0.877 -0.521 -1.263
C -0.720 -0.852 0.255
H -1.532 1.206 -0.399
H 1.352 -1.558 0.120
C 2.284 1.312 -0.518
H 1.857 1.224 -1.541
H -0.819 -1.505 1.108
H -1.581 -0.690 -1.605
H -2.822 -1.008 1.621
C 0.797 -0.658 -0.181
H 2.165 2.407 -0.298
H -0.590 1.140 1.045

Results
LUMO in eV: 2.876
Electronic energy in Ha: -741.8959
Total charge: -1
Energy above the lowest of the compared OMol25 structures with the same formula, charge and spin in kcal/mol: 94.8
E_HOMO in eV: -2.5
Gap between HOMO and LUMO in eV: 5.40

Record 5
C4H11N2OSi | wB97M-V/def2-TZVPD

Geometry (Å):
C 0.670 1.504 -0.788
H -1.466 -1.254 2.667
N 0.795 1.169 0.562
H -0.852 -1.285 -1.670
H -1.399 -3.084 2.206
Si -0.291 -1.462 0.694
C -1.087 -2.027 -0.959
H -0.921 -3.129 -1.206
C -0.877 -2.143 2.314
H 0.474 3.662 -0.958
N 0.167 0.696 -1.579
C 1.263 2.930 -0.989
H 0.011 1.107 -2.493
H 0.034 -2.414 2.991
H 1.283 1.818 1.198
H 1.801 2.969 -1.968
H -2.219 -2.072 -0.885
H 2.005 3.203 -0.109
O 0.608 -0.189 0.971

Results
LUMO in eV: -4.747
Electronic energy in Ha: -632.9392
Total charge: +1
Energy above the lowest of the compared OMol25 structures with the same formula, charge and spin in kcal/mol: 73.0
E_HOMO in eV: -13.6
Gap between HOMO and LUMO in eV: 8.81

Record 6
C4H11N2S | wB97M-V/def2-TZVPD

Geometry (Å):
S 1.294 -1.386 -1.090
N -0.769 3.405 -0.866
H -0.675 -0.955 3.029
H 1.452 -1.530 1.366
H 0.927 2.820 -2.074
H -2.541 -0.170 0.955
C -0.620 -1.187 1.004
H -0.272 4.278 -0.676
N -0.870 -1.700 2.337
H -1.117 0.916 0.919
C 0.863 -0.969 0.638
H -1.446 0.047 -0.518
C -1.530 -0.033 0.564
H 0.954 2.033 -0.490
H -0.196 1.520 -1.621
H -0.922 -2.072 0.430
C 0.260 2.454 -1.262
H 1.116 0.091 0.663

Results
2S+1: 2
LUMO (spin up / spin down) in eV: 6.268 / 5.834
Electronic energy in Ha: -666.4989
<S²>: 0.755
Total charge: -2
Energy above the lowest of the compared OMol25 structures with the same formula, charge and spin in kcal/mol: 53.4
E_HOMO (spin up / spin down) in eV: 1.9 / 1.9
Gap between HOMO and LUMO (spin up / spin down) in eV: 4.40 / 3.95